Computed, not measured: C75H162N9O21V as an isolated structure at a distorted geometry, with ωB97M-V/def2-TZVPD.

## Properties
HOMO: -7.259 eV
Strongest force on any atom: 6.3 eV/A
DFT total energy: -5971.0127 Eh
Total charge: 0
Orbital gap: 5.65 eV

Atoms and positions in Å:
O: 1.2882 -0.2486 -5.5990
V: -0.1813 -0.9749 -5.7628
O: -1.3674 0.1070 -5.6940
C: 1.2730 0.1334 -1.2221
C: 0.4509 -1.1681 -1.0721
C: -0.1671 -1.2808 0.3240
C: -1.2389 -0.2755 0.5813
C: -2.3124 -0.4421 -0.4049
C: -1.9075 -0.3396 -1.8827
N: -0.6662 -1.2005 -2.0492
O: -0.2724 -1.3939 -3.4360
C: -1.7128 1.2103 -2.2525
C: -3.0232 -1.0277 -2.6474
C: 1.5122 -2.3178 -1.1361
H: 0.7724 1.0562 -0.9287
H: 1.6612 0.2150 -2.2374
H: 2.2028 0.1203 -0.6535
H: 0.5265 -1.0672 1.1373
H: -0.5360 -2.2984 0.4524
H: -0.7767 0.7114 0.5593
H: -1.6176 -0.3723 1.5988
H: -3.2007 0.1757 -0.2733
H: -2.6950 -1.4607 -0.3407
H: -1.5022 1.3278 -3.3155
H: -1.0257 1.8206 -1.6665
H: -2.6399 1.7697 -2.1274
H: -4.0103 -0.6072 -2.4551
H: -2.9960 -2.1083 -2.5067
H: -2.8672 -0.8695 -3.7145
H: 1.7808 -2.6061 -0.1198
H: 2.3574 -2.0666 -1.7770
H: 1.1601 -3.2776 -1.5139
C: 2.6608 2.5551 -3.1774
C: 1.5643 2.6913 -4.2335
O: 1.3232 4.0734 -4.2602
C: 2.3802 4.7212 -3.6229
O: 2.4814 5.9737 -3.5299
O: 3.1815 3.8458 -3.1796
H: 3.4589 1.8876 -3.5025
H: 2.3745 2.1769 -2.1960
H: 0.8191 1.9640 -3.9113
H: 1.9223 2.5672 -5.2555
C: -1.7412 -4.4565 -2.0140
C: -1.0950 -5.8425 -1.8709
O: -2.1474 -6.7449 -1.7701
C: -3.2190 -6.1644 -2.1407
O: -4.2651 -6.7083 -2.4344
O: -3.0856 -4.8152 -2.1774
H: -1.2877 -3.7963 -2.7533
H: -1.6611 -3.9948 -1.0298
H: -0.6739 -5.9180 -0.8683
H: -0.3029 -6.0212 -2.5981
C: -0.5860 -5.3585 1.9783
C: -1.0969 -4.8212 3.3822
C: -1.7068 -3.4928 3.1605
C: -3.1071 -3.3706 2.6093
C: -4.1162 -4.3161 3.3081
C: -3.5358 -5.7562 3.4821
N: -2.1539 -5.6165 4.0173
O: -1.5571 -6.7777 4.5366
C: -4.4985 -6.4342 4.4771
C: -3.5339 -6.6105 2.1035
C: 0.0825 -4.6622 4.3654
H: -0.6213 -6.4464 1.9206
H: 0.4418 -5.1305 1.6961
H: -1.1567 -4.9584 1.1402
H: -1.7046 -2.9870 4.1260
H: -1.0567 -2.9185 2.5005
H: -3.1381 -3.7102 1.5740
H: -3.6344 -2.4183 2.5526
H: -5.0852 -4.3395 2.8094
H: -4.1561 -3.8147 4.2751
H: -4.2012 -7.4748 4.3473
H: -4.1222 -6.1363 5.4557
H: -5.5379 -6.2622 4.1975
H: -2.8935 -7.4919 2.1361
H: -4.5276 -7.0067 1.8946
H: -3.2914 -6.1533 1.1442
H: 0.8550 -5.4103 4.1871
H: -0.2005 -4.6609 5.4180
H: 0.5947 -3.7001 4.3779
H: -1.6013 -6.5711 5.4731
C: -2.5302 6.5401 1.8759
C: -1.0263 6.3958 1.5133
C: -0.8217 4.8884 1.1567
C: -1.2557 4.5084 -0.2593
C: -0.6609 5.4724 -1.3068
C: -0.8930 6.9736 -1.0493
N: -0.5284 7.2384 0.3648
O: -0.6576 8.6256 0.6277
C: 0.1075 7.8878 -1.8892
C: -2.3578 7.3088 -1.4246
C: -0.1285 6.7082 2.7139
H: -3.1832 6.3550 1.0230
H: -2.7004 7.5211 2.3196
H: -2.8057 5.7986 2.6258
H: 0.2504 4.7041 1.2254
H: -1.3140 4.2396 1.8812
H: -2.3441 4.4910 -0.3149
H: -0.8579 3.5082 -0.4307
H: -1.2068 5.2860 -2.2317
H: 0.3921 5.2260 -1.4426
H: -0.3273 8.8871 -1.9111
H: 1.1594 7.7876 -1.6217
H: 0.1439 7.6563 -2.9537
H: -2.3398 7.5134 -2.4951
H: -3.0720 6.4987 -1.2767
H: -2.7861 8.1107 -0.8233
H: 0.9322 6.5472 2.5212
H: -0.4254 6.0891 3.5605
H: -0.3293 7.7122 3.0878
H: 0.1703 8.8907 1.0349
C: 6.1850 0.3577 1.6836
C: 7.2372 -0.2336 0.7101
C: 6.5703 -1.3008 -0.1565
C: 5.6602 -0.8183 -1.2832
C: 6.3069 0.3038 -2.1168
C: 6.9352 1.4603 -1.2972
N: 7.7888 0.8680 -0.2101
O: 8.4989 1.8843 0.5030
C: 7.7798 2.2684 -2.2785
C: 5.7188 2.3040 -0.8137
C: 8.4090 -0.9854 1.3606
H: 6.0091 -0.3663 2.4792
H: 5.2463 0.4940 1.1466
H: 6.4501 1.3684 1.9939
H: 7.3646 -1.9337 -0.5521
H: 5.9298 -1.9522 0.4382
H: 4.6913 -0.5578 -0.8572
H: 5.3574 -1.6614 -1.9043
H: 5.4989 0.6270 -2.7731
H: 7.1299 -0.0923 -2.7117
H: 8.1141 3.2297 -1.8884
H: 8.5500 1.7084 -2.8090
H: 7.0904 2.6226 -3.0449
H: 4.8745 1.8311 -0.3121
H: 6.2405 2.8731 -0.0443
H: 5.3251 2.9416 -1.6053
H: 9.0921 -1.4374 0.6416
H: 8.1289 -1.6499 2.1780
H: 8.9331 -0.1735 1.8648
H: 7.7637 2.3825 0.8676
C: -3.1258 -0.0735 4.7517
C: -2.1440 1.1308 5.0295
C: -2.0689 2.0701 3.8207
C: -3.2742 2.9056 3.4923
C: -3.6814 3.8296 4.6550
C: -3.7788 2.9545 5.9476
N: -2.5232 2.0852 6.1150
O: -2.5758 1.3576 7.2834
C: -3.8181 4.0813 6.9752
C: -5.1480 2.3088 6.0137
C: -0.7212 0.6082 5.2618
H: -2.6668 -0.8076 4.0894
H: -4.0728 0.1537 4.2622
H: -3.4550 -0.6296 5.6295
H: -1.2672 2.7634 4.0750
H: -1.8756 1.4668 2.9337
H: -4.1079 2.2903 3.1542
H: -3.0278 3.5328 2.6356
H: -4.6232 4.2520 4.3047
H: -3.0041 4.6824 4.7012
H: -3.9432 3.8095 8.0233
H: -2.8813 4.6364 6.9265
H: -4.7204 4.6917 6.9392
H: -5.3301 1.7534 5.0936
H: -5.0993 1.6245 6.8607
H: -6.0020 2.9545 6.2179
H: -0.3964 -0.0098 4.4247
H: -0.5553 0.0142 6.1606
H: -0.0691 1.4610 5.4506
H: -1.9754 1.8026 7.8859
C: -2.8219 3.5362 -5.1082
O: -2.9829 4.2039 -6.3892
C: -4.2577 4.8358 -6.5111
C: -4.2897 5.5385 -7.8835
N: -3.6093 4.8386 -8.9473
C: -4.3546 3.6910 -9.2534
C: -5.4977 3.9914 -10.1841
O: -4.8927 4.7305 -11.2961
C: -5.8457 4.8545 -12.3465
H: -2.9780 4.2532 -4.3022
H: -1.8506 3.0422 -5.0854
H: -3.5793 2.7590 -5.0056
H: -4.4677 5.5505 -5.7153
H: -4.9757 4.0246 -6.3910
H: -3.7294 6.4543 -7.6951
H: -5.2929 5.8223 -8.2014
H: -2.9707 4.4791 -8.2522
H: -4.9082 3.1968 -8.4550
H: -3.6647 2.9064 -9.5640
H: -6.3002 4.5207 -9.6703
H: -6.0671 3.1335 -10.5417
H: -6.5632 5.5451 -11.9036
H: -6.2760 3.8808 -12.5809
H: -5.3074 5.2359 -13.2143
C: 2.1934 -6.8571 6.3812
O: 3.5053 -6.5251 6.5356
C: 4.4808 -7.4215 5.9035
C: 5.8468 -6.7686 5.4397
N: 5.7521 -5.8066 4.2772
C: 4.7813 -4.7276 4.3544
C: 4.7691 -3.9306 3.0946
O: 4.5360 -4.7431 1.9491
C: 3.1775 -5.0564 1.6919
H: 1.5044 -6.1079 6.7711
H: 2.0459 -7.7935 6.9192
H: 1.9907 -6.9488 5.3141
H: 4.1012 -7.7916 4.9512
H: 4.7227 -8.2619 6.5541
H: 6.5825 -7.5367 5.2013
H: 6.3688 -6.3611 6.3055
H: 5.4923 -6.3053 3.4382
H: 5.1495 -4.0790 5.1492
H: 3.7785 -5.0698 4.6100
H: 5.7594 -3.4984 2.9511
H: 4.0384 -3.1321 3.2235
H: 2.8182 -5.8040 2.3991
H: 3.1631 -5.5606 0.7256
H: 2.5783 -4.1568 1.5512
C: 3.2722 4.7110 3.1161
O: 2.8283 4.2740 1.7826
C: 2.8350 2.8675 1.5849
C: 1.6972 2.1354 2.3334
N: 1.9580 1.6193 3.7018
C: 2.8017 0.4136 3.5721
C: 2.9527 -0.2191 4.9521
O: 2.7506 -1.6671 4.9075
C: 2.7773 -2.3249 6.1950
H: 2.5722 4.5068 3.9263
H: 3.2567 5.7802 2.9046
H: 4.3260 4.4861 3.2804
H: 3.8480 2.6310 1.9106
H: 2.6386 2.8112 0.5142
H: 1.2870 1.2654 1.8207
H: 0.9689 2.9263 2.5121
H: 1.0946 1.4150 4.1843
H: 3.7645 0.5125 3.0708
H: 2.3038 -0.2811 2.8956
H: 2.2739 0.1646 5.7138
H: 3.9016 0.0462 5.4183
H: 2.7359 -1.7059 7.0912
H: 3.7240 -2.8594 6.2729
H: 1.9744 -3.0515 6.3191
C: 2.2331 -3.0768 -5.1578
O: 1.0296 -3.0149 -5.9156
C: 0.1118 -3.9929 -5.4409
C: -1.2808 -3.8912 -6.2012
N: -1.8031 -2.5535 -5.9671
C: -2.9281 -2.3102 -6.8736
C: -4.3402 -2.6843 -6.3377
O: -4.5201 -2.3808 -4.9724
C: -5.7951 -2.9176 -4.4957
H: 2.8992 -2.4291 -5.7278
H: 2.6835 -4.0512 -4.9682
H: 2.1253 -2.6620 -4.1556
H: 0.1562 -3.7941 -4.3701
H: 0.4398 -5.0319 -5.4072
H: -1.9741 -4.7015 -5.9759
H: -1.0311 -4.0052 -7.2561
H: -2.1473 -2.5135 -5.0184
H: -2.8207 -2.7645 -7.8586
H: -2.9888 -1.2759 -7.2120
H: -4.4706 -3.7605 -6.4513
H: -5.0249 -2.0761 -6.9287
H: -5.7835 -2.8993 -3.4059
H: -5.9308 -3.9668 -4.7580
H: -6.6953 -2.3482 -4.7272